No. 1
A cluster of 2 separate species, C25H39BF2N3O13PS in total in a non-equilibrium geometry. Source: OMol25; level of theory: ωB97M-V/def2-TZVPD.

Values from the calculation:
Highest occupied orbital energy: -7.99 eV
F_max: 2.05 eV/Å
SMILES string: C=CC(=O)OCCCCCC[C@@]1(F)[N@@H+](P(N)O)[C@@H](CC=O)[C@@H](N=C=S)[C@@H](OCCOCC)[C@@]1(B(O)O)C(=O)[O-].O=C1OC[C@@H](F)O1
Total energy: -3082.5179 hartree

```
! RIJCOSX wB97M-V def2-TZVPD def2/J DEFGRID3
* xyz 0 1
H 0.14066 4.41990 3.06465
H 0.43674 3.64319 -2.05910
B 2.32642 -1.42175 0.55611
H -0.31639 -1.30604 -2.55074
H -0.58698 2.82090 -3.22210
H 3.10183 4.07291 -4.05504
H -0.80687 1.13255 0.73291
O -0.18571 -6.48432 -4.65434
H 0.33334 -2.74682 -0.95223
O 1.92146 3.17500 7.08835
H -1.55967 -4.67627 -6.93341
C 0.45566 -5.28428 -4.61801
H -0.45621 0.82915 3.40482
H -2.23078 0.49830 3.22794
H -1.36310 -2.28359 3.59186
C -1.14162 0.32523 1.37501
C -0.12549 -0.81551 1.24926
H -2.17060 -6.07351 -5.00722
H -0.82388 2.83071 1.98396
H -2.12621 0.06962 0.97633
O 1.14528 3.46073 -4.03565
O 3.09352 -1.45591 1.68069
H -2.33652 3.39124 4.43970
F -1.47895 -7.53044 -6.18610
C 1.89304 2.85595 5.93756
H 2.76812 6.21610 -4.84000
O 1.53300 3.66618 4.93811
N -2.19215 -2.03013 3.05786
C -2.27641 -0.00190 -2.64308
H -1.12822 -3.62162 -2.31108
N -1.80776 -0.22574 -1.55020
C 0.69517 -0.18568 -1.06217
H 2.60253 -3.21686 -0.23879
H -1.14921 5.28615 3.98647
F 0.35407 -1.19338 2.49753
C -1.37022 3.12651 4.00651
P -2.28941 -2.66611 1.51360
H -0.88963 2.44165 4.70446
O -2.07550 -4.29057 1.69668
H -3.00637 -2.35825 3.56864
H -0.17870 4.08088 6.02257
H -0.16940 -5.71401 -7.31410
O 0.40409 1.16522 -1.33551
H -0.02787 -2.82388 1.11774
C -1.33297 0.92001 2.78099
H 1.52740 -0.50697 -1.68464
H 0.54393 0.41751 5.99798
H 2.17823 4.69747 -2.69554
H 3.24956 1.35688 5.00671
H -1.16367 -4.56469 1.87806
H 0.68520 5.49858 5.40638
C 1.76089 0.92565 0.98021
H 2.10612 -0.55629 6.01854
H -2.59873 2.63733 2.27739
H -3.57981 -2.27969 -1.03923
C 1.61950 0.39744 5.86601
H 0.78023 0.91989 -3.36175
H 2.09034 1.67936 -2.41393
C -1.59635 -3.34805 -1.36736
C 0.36927 4.48404 5.17231
H 1.38256 5.36213 -5.53750
O 0.07595 -4.50260 -5.65260
C -2.99801 -2.89452 -1.73557
C -0.76612 -5.28441 -6.50882
C 2.31956 1.48315 5.54838
O 2.57642 1.43425 0.16316
C 1.84652 5.68803 -4.60946
H 3.97633 -1.73064 1.39990
H -1.60877 -4.27896 -0.80056
O 2.66455 -2.29287 -0.49638
C -1.59409 2.43559 2.64312
C 1.00618 1.60336 -2.53428
C -1.27099 -6.34877 -5.56026
O 1.23603 -4.96323 -3.78477
C -0.64661 -2.30527 -0.76588
O -3.47653 -3.25340 -2.77117
C -0.51208 4.40389 3.93366
H 1.14057 6.35793 -4.12128
O 1.50059 1.27575 2.13846
C 1.10110 -0.40147 0.41799
C 0.45235 2.96373 -2.91150
C 2.12304 4.45504 -3.75541
N -0.69347 -2.14199 0.74286
S -2.89704 0.24964 -4.04179
C -0.55231 -1.01172 -1.52703
*
```

***

No. 2
A cluster of 3 separate species, C25H39FN2O11S in total in a non-equilibrium geometry. Source: OMol25; level of theory: ωB97M-V/def2-TZVPD.

Values from the calculation:
Highest occupied orbital energy: -8.15 eV
F_max: 5.17 eV/Å
SMILES string: C=C[C@]1([C@H](C)F)OS(=O)(=O)O[C@]1(CCC(=O)Nc1ccccc1)NCC.CCOC(=O)OC.CCOC(=O)OC
Total energy: -2410.8022 hartree

```
! RIJCOSX wB97M-V def2-TZVPD def2/J DEFGRID3
* xyz 0 1
H -1.44837 -2.03183 0.52056
O -2.13452 -5.17734 2.62340
C 0.81918 -0.80160 2.60727
C -5.51231 0.37595 1.60350
C 1.72141 0.32142 3.30733
H -2.30532 -7.13473 3.15940
C 2.39963 1.57957 1.26888
H 6.06023 1.36354 1.54594
H 2.42989 3.26595 -3.34780
H -1.27762 2.09771 -8.10881
H 4.78805 2.39721 4.02781
C -0.24188 2.28636 -4.87461
H 2.28394 2.33683 3.17318
H -0.05484 -6.75514 2.11782
H 0.75667 0.43697 0.08623
C 3.71744 -0.79756 0.64986
H -3.09449 -6.74500 1.63722
C -2.20144 -6.55592 2.23994
C 4.08552 -1.81564 1.82726
H -4.66692 -1.46861 -1.48445
H 2.73608 -0.15112 3.53701
H -1.81627 0.11552 -6.66879
H -2.74743 0.46422 -1.64435
F 4.76879 -0.95972 -0.35952
H 1.23305 0.52614 4.33696
O -2.59518 -4.55360 0.48427
O 1.05386 2.30890 -4.52148
H 0.54087 3.62674 0.37538
O -2.21432 -3.05639 2.15084
S 4.06460 3.04610 -0.06769
O -1.09058 3.06239 -4.50219
H -0.82421 -6.45137 0.56808
O 3.35983 3.60829 -1.28880
O 2.88219 2.97779 1.12721
C -3.50140 0.40930 -0.77837
H -2.02364 3.15964 -6.92510
O 4.27987 1.36058 -0.19194
H 1.84839 1.48463 -0.93846
H -3.01950 1.96714 -7.77372
H 3.16082 -2.47391 2.00196
H 1.13838 -1.09491 1.55227
C -1.75242 1.11878 -6.24386
H -2.25578 2.77491 -0.77039
H 4.37940 -1.32224 2.81231
O 5.29153 3.84708 0.31394
C -4.59656 -0.68685 -0.66070
C -2.34854 -4.28992 1.63725
H 0.94287 -1.75808 3.24976
H -0.95773 -8.05501 1.30607
H -6.29583 0.32660 2.43656
C -2.31977 -2.01332 1.18060
N 1.76977 1.63226 2.60552
C 1.40438 3.41179 -3.68456
C 4.96667 1.41142 3.48604
C -5.61776 -0.72506 0.49769
H 2.74113 -1.02730 0.10122
H 5.14389 0.47871 4.15048
C -4.42934 1.49248 1.52327
C 0.19648 2.58722 0.05935
H 0.75779 3.46639 -2.80674
O -0.42256 1.26806 -5.73153
H -4.39091 2.29714 2.33723
C 3.81644 0.77646 1.09318
C -3.41106 1.52309 0.32812
H -0.13238 2.68812 -1.04635
H -0.29871 -0.58237 2.58986
H -2.33261 -1.05952 1.71025
C -1.13379 2.25370 0.88463
C -0.93890 -6.98306 1.51549
H 4.95667 -2.47566 1.50428
C -2.03917 2.14325 -7.32522
H 1.35587 4.34140 -4.25614
N -2.41988 2.61229 0.24404
H -2.48560 1.17317 -5.43371
C 5.03865 1.20832 2.05204
O -1.18437 1.75893 2.03570
C 1.31997 1.44817 0.09051
H -6.43708 -1.51688 0.55607
H -3.23922 -2.09894 0.60426
*
```

***

No. 3
A structure of composition C25H39LiN8O2Se. Source: OMol25; level of theory: ωB97M-V/def2-TZVPD.

Values from the calculation:
Highest occupied orbital energy: -6.40 eV
F_max: 0.63 eV/Å
Energy relative to the best compared isomer or geometry (same formula, charge and spin): 0.0 kcal/mol
Total energy: -3973.6624 hartree

```
! RIJCOSX wB97M-V def2-TZVPD def2/J DEFGRID3
* xyz 0 1
H 1.09282 2.25251 4.73353
N 1.21109 0.49317 3.62837
C 2.73757 0.64701 -1.51507
H -4.79146 -0.39607 4.13174
H -4.81403 -3.19068 -3.78193
H -0.52016 -0.99189 -2.24841
H -5.54386 -1.04815 -2.93502
N -0.22853 0.10342 1.81066
N 3.06594 -1.74071 -0.98497
H 4.05947 -1.72627 -1.12910
H 1.48810 0.80956 5.69361
C -4.25101 -1.22027 3.70397
H 2.75560 -3.79296 -0.41061
H -4.30036 0.73005 1.90482
N -0.50628 2.01073 3.13210
O 0.87872 1.75703 -0.56379
H -0.64375 -2.33542 -4.05240
O -2.05329 0.50170 -1.18867
H -3.81653 -2.70209 5.27788
N -3.90797 -1.25219 2.36754
Se -2.58505 -2.95670 0.46465
H 2.70914 1.54369 4.64018
C 0.16759 0.80557 2.80555
H 2.14366 -0.89457 2.34987
H -2.34892 1.21954 3.82262
C -1.60319 -1.84704 -3.88521
C 1.99070 1.82006 -1.18337
H -2.56510 -3.33212 -2.67939
C -2.49008 -4.34190 3.42257
C -3.66164 -0.02315 -2.87813
C -2.68803 -2.90150 -3.67720
H -1.37477 3.69018 2.27144
H -4.39645 -1.73612 -1.79217
H -1.98021 2.15914 1.59867
H 5.44281 2.03373 -3.05793
C 2.23879 -0.66634 -1.12029
C -2.31322 -0.14066 -2.21231
H 0.35476 -0.70486 1.62595
H 2.90088 -0.66580 3.91916
C -4.24494 -0.23046 1.39562
H -1.40989 -4.20901 3.48302
H 4.50810 -0.14002 -2.46293
C -4.10601 -2.36051 -3.83402
H -5.20537 -0.45099 0.92665
H -3.52047 0.26147 -3.92609
H -2.71185 -4.96614 2.55978
C -3.77299 -2.34727 4.26493
H -1.83801 2.75674 4.56435
C 1.64419 1.31892 4.73689
H 4.18583 4.10597 -2.47700
H -4.17134 0.79782 -2.37700
Li -0.41930 0.63258 -0.20089
H -1.03831 1.24629 5.01607
C 2.31938 -2.82676 -0.58789
C 3.96456 0.75711 -2.17934
N 0.99582 -1.02689 -0.82100
C 3.78273 3.13612 -2.20820
N -1.40892 -0.96881 -2.74418
C 1.94110 -0.73693 3.41066
N -3.15345 -3.06466 3.26134
H -1.82007 -1.25886 -4.78418
C 2.57584 3.06334 -1.55881
H -3.47060 -0.19301 0.63476
H 1.40667 -1.61092 3.79824
C -1.08996 2.67904 1.97607
H -2.52868 -3.70516 -4.40048
H -4.20890 -1.92429 -4.83488
C 4.50006 1.97663 -2.53161
H -0.35535 2.74031 1.17447
H 0.15752 -2.90032 -0.19261
C 1.04593 -2.36730 -0.48924
C -4.49319 -1.31093 -2.79563
C -1.48644 1.79515 4.18756
H 2.01874 3.95710 -1.30610
C -3.23922 -2.39535 2.08388
H -2.85649 -4.81241 4.33235
*
```

***

No. 4
A cluster of 4 separate species, C25H39NO11S in total in a non-equilibrium geometry. Source: OMol25; level of theory: ωB97M-V/def2-TZVPD.

Values from the calculation:
Highest occupied orbital energy: -7.08 eV
F_max: 3.76 eV/Å
Energy relative to the best compared isomer or geometry (same formula, charge and spin): 0.0 kcal/mol
Total energy: -2256.5106 hartree

```
! RIJCOSX wB97M-V def2-TZVPD def2/J DEFGRID3
* xyz 0 1
H 1.34442 0.97516 2.06598
C -1.36060 2.19507 -4.59246
H -2.81388 3.00468 7.12079
O 2.74082 2.59642 -0.43615
C -2.84631 -1.51530 -1.45582
C -1.96486 -0.68850 -0.64162
N -1.32056 -1.45386 0.31963
H -3.47730 -1.22020 -2.31657
C -0.08486 -6.35309 -2.53746
H -3.66432 3.83557 -4.91677
C 0.32829 1.27175 2.43733
H 4.48100 0.93172 0.39696
H -0.44378 1.78426 -4.17356
C 3.25158 2.01317 -1.65805
C 5.32825 -2.00389 -0.03070
C -3.28370 3.42235 -3.97819
H 1.81852 -6.46143 -3.63275
O -2.55753 0.09961 -4.44397
C -2.69802 -2.87923 -0.85858
C -2.53710 1.29065 -4.31474
O -2.40104 2.23824 3.29361
C -3.60578 4.47533 5.72062
H 2.73047 2.35175 -2.58738
O 0.43349 2.93625 -1.52911
O 4.44122 -2.79389 -0.21546
H -3.24491 5.42433 5.31548
H -0.12134 -1.95069 1.97377
H 4.31857 2.36692 -1.74730
C -0.26870 -5.74626 -1.16797
C 1.91269 -5.37858 -1.73298
H -4.70481 2.78915 4.89058
H -1.75916 4.40973 6.86524
C -0.78674 0.17548 2.20342
O 0.90656 -5.23089 -0.72121
C 3.30439 0.44765 -1.47845
H -0.59440 -7.31176 -2.61220
H -3.21852 -3.80586 -1.18818
H -1.26420 2.33036 -5.67198
H 6.97656 -3.28912 0.61593
O 0.72638 3.33661 0.97097
C -1.74505 -2.78019 0.24129
C -0.31718 -1.05358 1.32702
C -2.46433 3.73269 6.38409
H -1.34909 4.37869 -4.34139
H -1.09276 -0.23521 3.20517
H -1.80313 0.41349 -0.74911
O -1.80550 3.02681 5.32113
C 4.13943 0.02846 -0.18502
H -4.43027 4.69255 6.39953
H 0.63162 -0.84553 0.74729
H -0.28325 3.35536 2.77948
C -1.77198 3.47887 -3.89385
H -3.76028 3.94064 -3.14625
C -3.97904 3.54356 4.58046
H -1.19082 2.65019 1.41122
H 2.87000 -5.60747 -1.26562
H -4.34260 4.09156 3.71348
H 2.26683 0.01993 -1.46522
H -1.72291 0.57560 1.73163
H -1.45699 3.44382 -2.84874
C 6.54046 -2.30327 0.91027
H -1.41567 -3.61933 0.88615
H 3.44907 -0.60141 0.44517
C -2.66430 2.86599 4.28170
S 1.07674 2.37013 -0.32579
H -0.46373 -5.65644 -3.28813
H 0.43510 1.37678 3.55612
H 6.15057 -2.29040 1.95672
H 3.82012 0.02438 -2.38582
H 7.31997 -1.50808 0.76905
O 5.28741 -0.73223 -0.63220
H 1.71735 -7.46977 -2.18689
O -3.61309 2.02669 -3.92717
C 1.42423 -6.50836 -2.61742
O -1.29661 -5.68047 -0.55697
H 2.00184 -4.43387 -2.27553
C -0.18295 2.66979 1.89344
*
```